No. 1
Formula: C11H15N5O2S
Source: OMol25
Level of theory: the ωB97M-V functional and the def2-TZVPD basis

XYZ file:
```
34
Properties=species:S:1:pos:R:3:forces:R:3
C -1.576 -1.544 -2.361 -0.184 -0.059 0.189
C -2.697 -1.771 -1.351 0.318 -0.403 -0.195
N -3.250 -0.553 -0.807 0.014 0.428 0.821
S -2.694 0.058 0.626 -0.392 -0.035 -0.422
O -2.678 -1.013 1.575 0.175 -0.015 -0.177
O -3.497 1.212 0.895 0.132 0.167 -0.215
C -1.022 0.656 0.276 -0.516 -0.120 0.193
C -0.993 1.942 -0.236 0.059 0.245 -0.053
C 0.200 2.524 -0.615 -0.049 -0.166 0.072
C 1.394 1.823 -0.492 -0.013 -0.198 0.040
C 2.692 2.434 -0.920 0.034 0.005 -0.012
C 1.341 0.534 0.041 -0.848 0.349 -0.193
N 2.537 -0.203 0.167 1.195 0.004 0.705
C 3.610 0.004 0.966 -0.448 -0.225 -0.349
N 4.484 -0.938 0.732 0.572 0.689 0.849
N 3.952 -1.710 -0.205 0.408 -0.915 -0.447
N 2.808 -1.302 -0.550 -1.179 0.032 -0.807
C 0.143 -0.080 0.435 0.254 -0.045 0.063
C 0.177 -1.466 0.992 -0.064 -0.246 0.096
H -1.194 -2.500 -2.709 0.072 -0.079 -0.090
H -1.950 -0.990 -3.220 0.005 0.051 -0.118
H -0.755 -0.983 -1.921 0.101 0.029 -0.015
H -3.509 -2.334 -1.825 0.089 0.002 0.167
H -2.344 -2.341 -0.491 -0.043 -0.205 -0.135
H -3.487 0.159 -1.477 -0.075 0.279 -0.014
H -1.927 2.475 -0.314 -0.040 0.171 -0.052
H 0.211 3.525 -1.017 -0.006 0.107 -0.046
H 3.314 1.712 -1.445 0.057 0.004 -0.016
H 3.250 2.794 -0.056 0.085 0.040 -0.004
H 2.511 3.280 -1.577 0.013 0.056 -0.025
H 3.701 0.800 1.674 -0.008 0.228 0.176
H 0.940 -1.545 1.766 0.057 -0.038 -0.009
H 0.432 -2.180 0.208 0.032 -0.042 0.009
H -0.784 -1.726 1.423 0.195 -0.097 0.016
```
Forces are in eV/Å.

* strongest force on any atom: 0.0278 hartree/bohr
* net charge: 0
* LUMO: 0.25 eV
* HOMO level: -0.3618 Ha
* relative energy (zero: lowest compared OMol25 entry of this formula, charge and spin): 11.3 kcal per mole

No. 2
Formula: C25H41Cl3N3O3PmSSi
Source: OMol25
Level of theory: the ωB97M-V functional and the def2-TZVPD basis

XYZ file:
```
78
Properties=species:S:1:pos:R:3:forces:R:3
C 0.168 3.121 -3.131 -0.326 -0.512 0.114
C 1.558 3.275 -2.623 1.354 0.902 0.285
H -0.438 3.977 -2.821 -0.097 -0.072 -0.080
H -0.292 2.207 -2.716 0.430 0.819 -0.530
H 0.132 3.066 -4.230 0.100 0.065 0.205
C 2.229 4.437 -2.741 -0.170 -1.112 0.013
C 1.642 5.672 -3.311 -0.065 0.630 -0.182
H 3.271 4.513 -2.444 -0.198 -0.114 0.043
H 0.658 5.889 -2.883 0.076 0.034 -0.064
H 1.522 5.638 -4.397 -0.039 -0.100 -0.027
H 2.312 6.506 -3.096 -0.172 0.149 -0.031
Pm -1.499 -1.586 -0.672 -0.253 0.559 -0.545
Cl -2.464 -3.477 -2.101 -0.379 -0.258 -0.153
Cl 0.784 -1.613 -1.943 0.184 -0.178 -0.106
C 0.806 -3.653 0.518 -0.935 0.972 0.296
O -0.196 -2.922 0.786 1.573 -1.358 0.188
N 1.752 -3.971 1.403 -0.252 0.352 -0.115
C 1.697 -3.355 2.734 0.078 0.094 -0.202
C 3.023 -4.550 0.953 0.051 0.076 -0.112
H 0.939 -4.023 -0.500 0.095 -0.136 0.031
H 0.719 -3.554 3.184 0.226 0.137 -0.077
H 1.861 -2.266 2.653 -0.110 -0.424 0.104
H 2.491 -3.799 3.340 -0.228 0.111 -0.047
H 2.852 -5.328 0.203 -0.045 0.170 0.156
H 3.542 -4.989 1.811 -0.219 -0.003 -0.177
H 3.678 -3.781 0.520 -0.177 -0.114 0.106
H -5.969 1.459 0.924 0.218 0.217 0.275
H -2.860 2.281 -0.172 0.061 0.109 0.496
C -5.308 1.772 1.751 -0.132 -0.200 0.064
C -3.059 2.491 0.891 0.119 0.186 -0.614
N -3.916 1.454 1.461 -0.031 -0.662 0.390
H -5.579 1.222 2.656 -0.301 0.240 -0.061
C -3.567 0.166 1.586 0.963 -0.013 -1.123
O -2.545 -0.355 1.075 -1.480 1.075 1.155
H -2.105 2.559 1.430 -0.282 -0.153 -0.153
H -4.280 -0.463 2.153 0.234 0.177 -0.211
H -5.420 2.847 1.907 0.001 -0.249 0.100
H -3.578 3.455 0.975 0.144 -0.335 0.088
O 1.316 1.667 -0.895 0.361 0.031 1.296
C 2.199 2.061 -1.945 -0.449 0.241 -0.526
C 3.999 3.228 -0.544 0.273 -0.316 -0.088
C 3.642 2.270 -1.497 -0.305 -0.104 -0.555
H 3.247 3.943 -0.206 0.256 -0.351 0.103
C 5.310 3.258 -0.055 -0.251 -0.121 -0.403
H 2.156 1.249 -2.693 0.263 0.049 0.287
C 4.619 1.465 -2.088 0.105 0.301 0.216
H 5.557 3.972 0.729 0.112 -0.182 -0.162
C 6.276 2.398 -0.594 -0.241 0.153 0.006
C 5.942 1.541 -1.650 0.005 0.025 0.007
H 4.305 0.789 -2.891 0.271 0.143 0.354
H 7.289 2.428 -0.193 -0.189 -0.045 -0.206
H 6.706 0.929 -2.137 -0.218 0.173 0.284
Si 1.707 1.048 0.622 1.247 -0.042 -1.803
Cl -1.603 1.004 -1.658 -0.958 -1.368 0.294
C 2.290 2.299 1.829 0.132 0.522 0.746
C 3.071 -0.241 0.408 0.171 0.033 0.047
C 0.252 0.172 1.297 -0.293 -0.152 -0.187
H 3.371 2.478 1.800 -0.313 -0.069 -0.001
H 2.044 1.868 2.808 0.070 0.220 0.053
H 1.769 3.260 1.736 0.074 -0.142 0.070
H -0.653 0.774 1.358 0.175 -0.186 -0.144
H 0.424 -0.336 2.251 0.063 0.105 -0.125
H 0.188 -0.607 0.523 0.036 0.286 0.543
H 3.998 0.197 -0.003 -0.410 -0.204 0.342
H 2.750 -1.042 -0.276 0.047 0.227 0.264
H 3.305 -0.665 1.396 0.050 -0.059 -0.126
S -3.418 -3.133 1.569 -0.013 0.303 0.094
C -4.730 -3.941 0.920 -0.220 0.823 0.457
N -5.997 -3.381 1.000 -0.015 -1.096 -0.138
C -7.138 -4.103 0.754 0.639 -0.445 -0.070
C -7.034 -5.415 0.341 -0.680 0.756 0.290
C -5.762 -5.964 0.093 1.315 0.770 0.203
C -4.615 -5.224 0.362 -1.481 -0.835 -0.666
H -6.066 -2.447 1.400 0.173 -0.363 -0.177
H -8.070 -3.573 0.925 0.134 -0.238 -0.069
H -7.934 -6.014 0.221 0.202 0.260 -0.115
H -5.661 -6.962 -0.312 -0.089 -0.042 0.046
H -3.614 -5.572 0.160 -0.067 -0.142 0.061
```
Forces are in eV/Å.

* strongest force on any atom: 0.0426 hartree/bohr
* <S²>: 6.004
* net charge: 0
* LUMO (spin up / spin down): -0.31 / -0.31 eV
* HOMO level (spin up / spin down): -0.2930 / -0.2930 Ha
* multiplicity: 5
* relative energy (zero: lowest compared OMol25 entry of this formula, charge and spin): 0.0 kcal per mole

No. 3
Formula: C5H15NO
Source: OMol25
Level of theory: the ωB97M-V functional and the def2-TZVPD basis

XYZ file:
```
22
Properties=species:S:1:pos:R:3:forces:R:3
C -0.797 0.291 1.570 -0.937 0.462 -0.564
C -0.073 -0.118 0.248 -0.518 0.158 1.539
N 0.789 -1.331 0.354 -2.472 4.747 -3.913
C 2.123 -0.233 -1.374 -0.336 0.429 2.552
C 1.528 -1.581 -0.836 1.505 -3.405 -1.081
C 2.735 -2.482 -0.423 -0.847 -1.338 -2.818
H -1.722 -0.264 1.365 -0.497 0.987 1.112
H -0.430 -0.022 2.521 0.926 -1.295 0.328
H -0.871 1.398 1.899 -0.326 -1.496 -1.812
H 0.326 0.828 -0.170 1.322 -0.719 0.294
H -0.746 -0.287 -0.583 -0.729 -0.553 0.017
H 1.285 -1.290 1.166 1.729 -0.835 3.289
H 3.080 -0.400 -1.803 0.496 -0.509 -1.046
H 2.454 0.353 -0.401 -1.141 -0.580 -2.145
H 1.377 0.197 -2.042 0.515 0.651 0.230
H 0.928 -2.217 -1.630 0.614 1.736 1.481
H 3.434 -1.834 0.012 1.034 0.503 1.581
H 3.285 -2.726 -1.409 -1.042 -0.222 1.541
H 2.419 -3.420 0.132 0.712 1.261 -0.586
H -5.158 4.812 1.079 -0.690 0.390 0.291
H -4.571 3.991 0.045 -1.498 0.227 -0.305
O -5.463 4.368 0.280 2.182 -0.602 0.016
```
Forces are in eV/Å.

* strongest force on any atom: 0.1289 hartree/bohr
* <S²>: 0.755
* net charge: +1
* LUMO (spin up / spin down): -2.91 / -8.22 eV
* HOMO level (spin up / spin down): -0.4937 / -0.4937 Ha
* multiplicity: 2
* relative energy (zero: lowest compared OMol25 entry of this formula, charge and spin): 60.9 kcal per mole

No. 4
Formula: CH3FO2S
Source: OMol25
Level of theory: the ωB97M-V functional and the def2-TZVPD basis

XYZ file:
```
8
Properties=species:S:1:pos:R:3:forces:R:3
C 0.187 0.573 -0.257 1.273 -1.843 0.552
O 1.590 0.531 -0.436 -2.087 0.204 -1.677
O -2.077 -0.339 0.544 -0.619 0.138 -0.034
F -0.162 -1.998 0.439 -0.974 1.299 -1.170
S -1.144 -0.842 -0.431 2.871 -0.772 1.379
H 0.005 0.842 0.740 -0.722 0.092 1.668
H 1.860 -0.047 0.242 1.078 -1.173 1.266
H -0.259 1.280 -0.840 -0.819 2.054 -1.984
```
Forces are in eV/Å.

* strongest force on any atom: 0.0637 hartree/bohr
* net charge: 0
* LUMO: 0.17 eV
* HOMO level: -0.3738 Ha
* relative energy (zero: lowest compared OMol25 entry of this formula, charge and spin): 19.4 kcal per mole

No. 5
Formula: C28H41AsBMnN5O4S2
Source: OMol25
Level of theory: the ωB97M-V functional and the def2-TZVPD basis

XYZ file:
```
83
Properties=species:S:1:pos:R:3:forces:R:3
Mn 0.590 -0.061 -0.295 0.307 -0.006 -0.024
C 5.890 -0.249 4.255 0.008 -0.002 0.001
C 5.308 -0.563 2.903 -0.003 -0.021 0.021
C 5.479 0.319 1.835 0.012 0.080 -0.023
C 4.969 0.031 0.580 -0.006 -0.015 0.010
C 4.251 -1.146 0.389 -0.008 -0.002 0.112
C 4.069 -2.039 1.434 0.002 0.068 -0.049
C 4.606 -1.744 2.681 0.031 -0.010 0.026
S 3.546 -1.495 -1.199 0.050 0.053 -0.156
O 2.900 -2.770 -1.088 -0.060 -0.083 -0.027
O 4.579 -1.282 -2.174 -0.051 -0.044 0.042
N 2.378 -0.397 -1.350 -0.143 0.319 -0.004
C 2.562 0.908 -1.792 0.170 -0.358 -0.078
C 3.585 1.439 -2.591 0.005 -0.083 0.020
C 3.513 2.770 -2.932 -0.051 0.078 0.011
C 2.443 3.560 -2.501 0.056 -0.034 -0.021
C 1.480 2.963 -1.727 -0.107 0.012 0.065
N 1.542 1.673 -1.371 -0.181 0.043 0.112
H 6.855 0.247 4.161 0.002 -0.008 -0.002
H 6.029 -1.155 4.843 -0.001 -0.003 0.012
H 5.241 0.422 4.824 -0.009 0.008 0.003
H 6.054 1.227 1.982 -0.003 -0.006 -0.006
H 5.149 0.699 -0.255 0.004 -0.010 0.022
H 3.518 -2.951 1.254 0.018 -0.025 0.011
H 4.495 -2.455 3.490 0.007 -0.019 -0.003
H 4.383 0.800 -2.932 0.028 -0.003 -0.018
H 4.287 3.203 -3.552 0.006 -0.001 -0.005
H 2.363 4.604 -2.767 0.009 0.004 -0.005
H 0.622 3.515 -1.360 -0.006 -0.014 0.005
N 1.692 0.876 1.467 -0.036 0.078 -0.073
N 1.693 0.182 2.678 0.042 0.044 0.031
C 1.230 -1.081 2.760 -0.011 -0.049 0.052
N 1.404 -1.685 3.940 -0.022 -0.007 -0.079
S 0.462 -1.881 1.495 -0.064 0.011 0.060
H 2.650 1.000 1.142 0.008 -0.015 0.004
H 1.229 1.774 1.589 -0.035 -0.007 -0.004
H 2.292 0.538 3.409 0.005 -0.008 0.000
H 1.913 -1.265 4.700 -0.009 0.020 0.000
H 1.078 -2.630 4.043 -0.005 -0.001 0.009
C -2.271 3.423 2.645 0.029 0.021 -0.001
C -2.177 2.833 1.254 0.018 -0.063 -0.026
C -2.125 3.928 0.200 0.022 0.017 0.019
O -0.915 2.087 1.140 -0.130 0.057 0.047
B -1.167 1.010 0.325 0.092 -0.075 -0.051
O -2.490 0.837 0.046 0.005 0.045 0.075
C -3.234 1.733 0.940 0.038 -0.023 -0.053
C -3.617 0.902 2.155 -0.007 0.000 0.003
C -4.464 2.226 0.210 -0.031 -0.002 0.021
H -1.499 4.182 2.775 -0.007 0.002 -0.001
H -2.142 2.664 3.413 -0.005 -0.011 -0.001
H -3.240 3.902 2.787 -0.008 0.005 0.004
H -1.240 4.541 0.373 -0.007 0.008 0.002
H -3.002 4.572 0.257 -0.002 0.003 -0.003
H -2.067 3.508 -0.805 -0.001 -0.007 -0.006
H -2.733 0.541 2.683 0.006 -0.001 0.001
H -4.193 0.038 1.824 -0.004 -0.001 -0.003
H -4.231 1.476 2.849 -0.002 0.004 0.005
H -4.214 2.670 -0.751 0.011 0.003 0.000
H -4.989 2.970 0.813 -0.004 0.001 -0.005
H -5.146 1.394 0.038 -0.001 -0.008 0.003
C -2.081 -0.344 -3.067 -0.002 0.051 -0.035
As -1.024 -1.305 -1.773 0.074 -0.031 0.009
C -0.047 -2.572 -2.858 0.012 -0.018 -0.028
C -2.309 -2.413 -0.789 0.002 0.031 -0.002
C -3.432 -2.875 -1.667 0.015 -0.038 0.029
C -3.320 -4.047 -2.409 -0.023 -0.009 -0.020
C -4.343 -4.443 -3.260 0.016 0.001 0.015
C -5.490 -3.672 -3.376 -0.017 0.017 0.003
C -5.614 -2.506 -2.631 -0.014 -0.028 -0.024
C -4.591 -2.111 -1.784 0.043 0.021 0.028
H -2.766 0.323 -2.549 -0.005 -0.009 -0.005
H -2.636 -1.056 -3.676 -0.011 0.034 -0.018
H -1.405 0.238 -3.693 -0.017 -0.010 -0.014
H 0.593 -3.178 -2.218 -0.002 0.005 0.007
H 0.593 -2.014 -3.540 -0.008 -0.010 -0.012
H -0.735 -3.199 -3.424 -0.013 0.024 0.000
H -2.664 -1.802 0.040 -0.011 0.002 0.000
H -1.737 -3.248 -0.383 0.003 0.003 -0.004
H -2.433 -4.662 -2.310 0.003 -0.007 -0.001
H -4.248 -5.359 -3.828 0.009 -0.005 0.001
H -6.288 -3.983 -4.036 -0.008 0.004 -0.001
H -6.512 -1.907 -2.709 -0.005 0.005 0.000
H -4.683 -1.200 -1.203 -0.016 0.003 -0.007
```
Forces are in eV/Å.

* strongest force on any atom: 0.0078 hartree/bohr
* <S²>: 6.239
* net charge: +1
* LUMO (spin up / spin down): -2.93 / -2.29 eV
* HOMO level (spin up / spin down): -0.3941 / -0.4020 Ha
* multiplicity: 5
* relative energy (zero: lowest compared OMol25 entry of this formula, charge and spin): 0.0 kcal per mole

No. 6
Formula: C3H6Cl4O2SSi
Source: OMol25
Level of theory: the ωB97M-V functional and the def2-TZVPD basis

XYZ file:
```
17
Properties=species:S:1:pos:R:3:forces:R:3
C -1.007 -1.673 2.132 -2.414 -0.706 -1.127
C -1.470 -0.407 2.066 1.409 -0.956 0.263
C 0.090 0.841 -0.507 -1.864 2.649 -4.372
O 2.373 0.656 -2.029 -0.951 1.460 -0.511
O 2.468 1.174 0.421 0.337 2.076 1.085
Si -0.869 0.796 -2.144 -0.978 1.114 0.314
S 1.691 0.484 -0.770 4.267 -0.341 -0.243
Cl -0.395 2.249 -3.511 0.095 -0.201 0.631
Cl -0.492 -0.961 -2.982 0.299 -0.939 -0.326
Cl -2.922 0.873 -1.906 0.588 0.070 0.289
Cl 2.142 -1.460 -0.152 0.762 -4.510 1.242
H -0.229 -1.989 2.763 1.401 0.300 0.567
H 3.458 1.286 0.496 -1.433 -0.520 -0.926
H -1.456 -2.609 1.662 0.048 1.669 0.387
H -2.392 -0.103 1.527 0.953 -0.115 0.391
H -0.740 0.310 2.537 -1.499 -0.223 -0.334
H -0.250 0.534 0.397 -1.020 -0.827 2.672
```
Forces are in eV/Å.

* strongest force on any atom: 0.1058 hartree/bohr
* <S²>: 2.006
* net charge: 0
* LUMO (spin up / spin down): 0.20 / -3.29 eV
* HOMO level (spin up / spin down): -0.2134 / -0.3815 Ha
* multiplicity: 3
* relative energy (zero: lowest compared OMol25 entry of this formula, charge and spin): 54.2 kcal per mole